(1)
The following is a DFT calculation (wB97M-V/def2-TZVPD) of C4H4O2 as an isolated structure in a non-equilibrium geometry.

The geometry in XYZ format:
```
10
Properties=species:S:1:pos:R:3:forces:R:3
C 1.0455 -0.0446 -0.0686 1.038 -0.187 -0.194
C 0.2715 1.1151 0.4571 -2.733 -0.692 -2.029
C -0.0526 -1.0503 -0.4129 0.046 1.310 -1.781
C -1.2097 -0.2124 -0.0207 2.496 2.482 0.224
O 2.2464 -0.1234 -0.0892 -0.455 -0.370 -0.398
O -0.8438 -1.3564 0.6828 -1.230 -0.029 0.964
H 0.5622 1.1946 1.4764 -0.524 0.473 1.132
H 0.2656 2.1205 -0.1110 0.022 -1.908 0.816
H -0.1417 -1.6425 -1.3111 0.509 -0.585 0.184
H -2.1434 -0.0006 -0.6027 0.832 -0.493 1.083
```
Positions in Å, forces in eV/Å.

Properties
Orbital gap   0.37433 Ha
Relative energy (zero: lowest compared OMol25 entry of this formula, charge and spin)   370.20 kJ/mol
Molar mass   84.07 g mol⁻¹
Total charge   0
Largest force on an atom   3.527 eV/A
Total energy   -8303.240 eV

These are the Mulliken partial charges, in e, on atoms 1 to 4: atom 1 (C): 0.393, atom 2 (C): -0.574, atom 3 (C): 0.046, atom 4 (C): -0.169

=====

(2)
The following is a DFT calculation (wB97M-V/def2-TZVPD) of a 2-piece molecular cluster, C6H12O overall in a non-equilibrium geometry.

The geometry in XYZ format:
```
19
Properties=species:S:1:pos:R:3:forces:R:3
C -1.0861 -1.5665 -0.5805 -0.070 -0.048 0.097
C -1.2253 -0.0629 -0.3117 -1.119 0.142 0.307
C -0.7868 0.5672 0.9773 0.379 0.257 0.293
C -0.7290 1.8810 1.1497 -0.058 -0.172 0.212
O 1.3948 1.7207 -0.3578 0.499 -0.375 -0.565
C 1.4304 0.5912 -0.7798 0.565 0.374 -0.073
C 2.0170 -0.5578 0.0019 0.091 -0.044 0.002
H -2.0292 -1.9073 -1.0185 0.189 -0.132 0.042
H -0.2937 -1.8777 -1.2745 -0.062 0.376 0.215
H -0.9360 -2.1187 0.3533 -0.036 0.046 -0.092
H -1.0827 0.5531 -1.2075 0.133 -0.038 0.334
H -0.7219 -0.1277 1.8117 0.198 0.142 0.088
H -2.2555 0.1177 0.0062 -0.737 -0.502 -1.068
H -0.4978 2.3179 2.1112 -0.104 -0.014 0.040
H -0.8649 2.5681 0.3134 0.122 -0.193 0.211
H 1.0854 0.3706 -1.8102 0.007 -0.028 0.077
H 1.5892 -0.6234 1.0088 0.016 0.140 -0.220
H 1.9117 -1.5186 -0.5084 0.012 0.180 0.045
H 3.0803 -0.3270 0.1153 -0.024 -0.110 0.054
```
Positions in Å, forces in eV/Å.

Properties
Orbital gap   0.36679 Ha
Relative energy (zero: lowest compared OMol25 entry of this formula, charge and spin)   224.45 kJ/mol
Molar mass   100.16 g mol⁻¹
Total charge   0
Largest force on an atom   1.391 eV/A
SMILES string   C=CCC.CC=O
Total energy   -8462.028 eV

These are the Mulliken partial charges, in e, on atoms 1 to 4: atom 1 (C): -1.137, atom 2 (C): -0.307, atom 3 (C): -0.289, atom 4 (C): -0.886

=====

(3)
The following is a DFT calculation (wB97M-V/def2-TZVPD) of an isolated molecule of C5H7NO.

The geometry in XYZ format:
```
14
Properties=species:S:1:pos:R:3:forces:R:3
C 1.0808 -1.0955 0.1056 0.191 0.011 -0.002
C -0.3806 -0.8732 0.3022 -0.192 0.077 -0.110
C -0.9308 0.3611 0.9674 -0.162 -0.149 0.035
O -0.1027 1.5070 0.7491 -0.060 0.095 -0.019
C 0.2028 1.7083 -0.5585 0.081 -0.082 -0.230
N 0.3668 0.8206 -1.4432 -0.056 0.175 0.407
C 0.2496 -0.5569 -1.0425 -0.304 -0.190 0.029
H 1.7834 -0.4226 0.5885 -0.098 0.005 -0.159
H 1.4158 -2.1283 0.0495 -0.053 0.211 -0.055
H -1.0171 -1.7515 0.4056 0.092 0.179 -0.176
H -1.0604 0.2919 2.0496 0.138 -0.105 -0.140
H -1.9106 0.5559 0.5102 0.018 0.067 0.168
H 0.2902 2.7699 -0.7885 0.134 -0.180 -0.011
H 0.0127 -1.1868 -1.8949 0.271 -0.115 0.264
```
Positions in Å, forces in eV/Å.

Properties
Orbital gap   0.37575 Ha
Relative energy (zero: lowest compared OMol25 entry of this formula, charge and spin)   154.24 kJ/mol
Molar mass   97.12 g mol⁻¹
Total charge   0
Largest force on an atom   0.446 eV/A
SMILES string   C1=N[C@H]2C[C@H]2CO1
Total energy   -8834.604 eV

These are the Mulliken partial charges, in e, on atoms 1 to 4: atom 1 (C): -0.639, atom 2 (C): -0.144, atom 3 (C): -0.521, atom 4 (O): -0.377